DFT (the ωB97M-V functional and the def2-TZVPD basis) results for C32H45PS5Zn as an isolated structure.

Results
E_HOMO	-0.243	hartree
2S+1	1
energy	-5358.039270	hartree
orbital gap	0.2453	Ha

XYZ file:
```
84
Properties=species:S:1:pos:R:3:forces:R:3:mulliken_charge:R:1
H -3.3570 -1.2974 -0.8639 -0.1 -0.1 0.0 0.64
H 3.4667 -2.0172 0.7244 0.1 0.0 0.0 0.46
S -1.6254 3.8875 4.5565 0.3 0.3 -0.3 -0.10
H -1.7357 -2.4500 -3.7021 0.1 0.0 -0.1 0.36
C -1.2932 -1.1902 -1.3832 -0.1 0.1 0.1 -0.27
H 3.5790 2.4127 1.6769 0.1 0.0 0.1 0.76
H 3.1983 1.4470 0.2573 0.0 0.0 -0.1 0.23
H 2.3846 2.9337 -2.5842 0.1 0.1 0.0 0.57
H -5.1045 0.0748 -2.7019 0.0 -0.1 0.0 0.29
H 1.3778 -1.0695 -3.5997 0.0 0.0 -0.1 0.68
H 1.0256 0.7850 -4.3963 0.0 -0.1 -0.1 0.27
C 1.8021 -1.0846 -0.2457 -0.1 0.1 0.1 0.90
H -5.8738 1.3324 0.1685 -0.1 0.0 0.0 0.47
H -0.7446 -3.5144 2.2226 0.0 -0.1 0.1 0.68
H 1.9188 2.3557 1.1030 0.0 0.1 -0.1 -0.19
H 0.3996 -3.2528 -2.7726 0.0 -0.1 -0.1 0.40
C -1.4782 3.2045 2.9444 0.2 0.5 -0.1 -0.07
C 3.0948 -1.8582 -2.6089 -0.1 0.1 0.0 -1.45
H 0.9679 2.5192 -4.6865 0.1 0.1 -0.1 0.47
C 1.8934 2.0749 -2.1307 -0.2 0.1 0.0 -1.21
H -5.9592 1.5862 -2.3891 -0.1 0.0 0.0 0.45
H -0.9667 -2.2062 1.0636 -0.1 0.0 -0.1 0.15
H -0.5322 1.5997 -4.5599 -0.1 0.0 -0.1 0.31
H 2.4886 1.1916 -2.3459 0.0 0.0 0.0 0.27
H 2.3358 -2.1278 3.7999 0.1 0.0 0.1 0.34
C -0.2396 -1.3622 3.5868 0.0 0.1 -0.1 -1.61
H 2.6936 1.9131 3.8060 0.1 0.1 0.0 0.55
H 3.6001 -2.1219 -3.5251 0.0 -0.1 -0.1 0.44
C 1.8576 -1.2439 -2.6487 0.1 0.0 0.0 -0.25
C -0.2016 -0.3265 -1.6116 -0.3 0.0 -0.1 0.12
S -0.4078 3.5506 0.4079 0.0 -0.7 -0.5 -0.65
H -0.6408 -2.2067 4.1459 0.0 -0.2 0.0 0.54
H 1.0469 1.4270 3.4136 -0.1 0.1 0.1 0.27
C -1.3285 -2.7031 -1.5887 0.0 -0.2 0.0 0.62
C 3.9384 -0.1277 2.3236 -0.2 -0.1 0.0 -2.00
C 0.4789 1.6961 -4.1718 -0.1 0.1 0.2 -1.59
H -1.8568 -3.1490 -0.7387 0.0 0.1 0.0 0.38
C 0.6464 -1.8874 2.4568 0.0 0.2 -0.2 2.24
C 1.1815 -0.8632 -1.4933 0.3 -0.1 0.0 0.57
H -1.0792 -0.7943 3.1901 0.0 0.1 0.1 0.08
H -4.3908 0.7203 0.8990 0.0 0.0 0.1 0.19
H -5.3154 -0.2862 -0.2269 0.0 -0.2 0.0 0.32
C -0.7940 3.9502 2.0443 -0.1 0.1 0.7 0.14
H -3.1966 -2.5427 -2.7280 -0.1 0.0 0.0 0.40
H -4.4590 1.5944 -3.3210 0.0 0.0 -0.1 0.35
C 3.0177 -1.7707 -0.2228 0.0 0.0 0.0 -1.06
H 0.7172 -3.2938 -1.0463 0.1 -0.1 0.0 0.16
H 0.0299 2.9715 -2.5255 0.0 -0.1 0.0 0.63
C -0.7198 5.3458 4.2600 0.0 -0.2 -0.2 0.10
C -4.9874 0.7282 -0.0105 0.2 0.1 0.0 -1.43
Zn -0.8219 1.2733 0.8210 0.3 0.4 0.6 1.93
H 0.3049 -0.7407 4.2872 0.0 0.2 0.1 0.29
H -4.0699 2.3872 -0.9991 0.1 -0.1 0.0 0.50
S -0.4127 6.4686 5.4045 0.0 0.2 0.2 -0.26
C -1.7812 1.4869 -1.8390 0.0 -0.2 0.0 -0.69
H 1.8514 2.2411 -1.0623 0.1 0.0 0.1 -0.17
H -1.9961 2.4978 -2.1535 0.0 0.2 0.1 0.49
H 4.4531 -0.2425 1.3727 0.1 -0.1 0.0 0.42
C -2.8177 0.7124 -1.3300 0.1 0.1 -0.1 0.10
C 3.6638 -2.1531 -1.3823 0.0 -0.1 0.0 -1.21
C -4.1940 1.3134 -1.1757 -0.2 -0.1 0.0 0.04
S -2.2053 1.6426 2.7096 0.1 -0.6 -0.7 -0.57
C 0.4702 1.9779 -2.6638 0.3 0.0 -0.1 -0.07
P 1.1410 -0.4129 1.3383 -0.1 0.1 0.2 0.34
C 2.8263 1.7652 1.2296 -0.2 -0.1 0.0 -1.67
H 4.6070 -2.6755 -1.3267 0.1 0.0 0.0 0.44
C 2.5833 0.5604 2.1371 -0.1 0.0 -0.2 2.38
C -0.2213 -2.7975 1.5920 0.1 0.1 -0.1 -1.93
H 2.1387 0.3082 4.2574 -0.1 -0.1 0.1 0.32
C -2.5526 -0.6350 -1.1446 0.1 0.1 0.0 -0.14
C -4.9757 1.1327 -2.4829 0.1 0.1 0.1 -1.50
C -2.1916 -2.9378 -2.8433 0.0 -0.1 0.2 -1.55
H 1.3715 -3.5738 3.5453 -0.1 -0.1 0.1 0.51
C 2.0768 1.0734 3.4878 -0.2 -0.1 -0.1 -1.93
H 3.8743 -1.0901 2.8199 0.0 -0.1 0.0 0.26
H -0.2654 -4.5472 -1.7852 0.0 -0.1 0.0 0.49
H 2.4844 -3.0557 2.2915 0.1 -0.1 0.0 0.24
C 1.7939 -2.6989 3.0512 0.0 0.2 -0.1 -1.87
H -2.2628 -4.0038 -3.0462 0.0 -0.1 -0.1 0.44
S -0.1469 5.4778 2.6202 -0.3 -0.3 0.5 -0.07
C -0.0331 -3.4834 -1.8037 -0.1 0.0 0.2 -1.90
H 4.5549 0.5205 2.9464 0.0 0.1 0.1 0.55
C -0.4754 1.0108 -1.9718 -0.2 0.1 0.0 0.43
H 0.3746 -3.3565 0.8772 0.0 0.0 -0.1 0.38
```
Forces are in eV/Å.

DFT (the ωB97M-V functional and the def2-TZVPD basis) results for C32H46BN10O3PReSiTe as an isolated structure.

Results
E_HOMO (spin up / spin down)	-0.265 / -0.264	hartree
2S+1	4
energy	-3022.485443	hartree
orbital gap (spin up / spin down)	0.2681 / 0.2056	Ha
energy above the lowest of the compared OMol25 structures with the same formula, charge and spin	34.4	kJ/mol

XYZ file:
```
96
Properties=species:S:1:pos:R:3:forces:R:3:mulliken_charge:R:1
H 5.3459 -1.0610 -0.7579 0.0 0.0 0.0 0.22
H 2.9731 2.0852 -1.0764 0.0 0.0 0.0 -0.75
N 2.0528 -0.0238 -2.3545 0.1 0.1 0.1 1.04
H 1.7036 -5.1900 -2.9780 0.0 0.0 0.0 0.41
C 1.9994 -1.2942 1.9510 0.1 0.1 -0.1 0.50
H -3.4217 -0.8371 0.4571 0.0 0.0 0.0 0.25
H 3.9572 -1.9543 2.7501 0.0 0.0 0.0 0.55
C -0.8133 -2.9393 -0.7695 0.1 0.1 0.0 0.27
H -2.9225 -3.1391 -0.3873 0.0 0.0 0.0 0.36
H 4.1011 -0.9939 -4.1127 0.0 0.0 0.0 0.21
H 4.2369 0.6207 -4.8204 0.0 0.0 0.0 0.46
H -0.5434 -5.0121 -1.4987 0.0 0.0 0.0 0.57
H 3.7084 4.4389 -0.7128 0.0 0.0 0.0 0.17
C 2.0433 -4.1896 -2.7184 0.0 0.0 0.0 -1.48
C -3.8148 2.3081 0.8298 0.0 0.0 0.0 -1.36
P 1.9447 2.5640 1.4499 0.3 -0.2 0.2 -0.09
N -1.8668 -0.9719 5.6941 0.0 -0.1 0.0 -0.56
C -2.2608 2.1384 4.0436 -0.1 0.0 0.0 -0.10
C 3.9778 0.0721 -3.9175 0.0 0.0 0.0 -1.52
C -1.6671 5.2640 -1.7361 0.0 0.0 0.0 -1.22
H 1.8425 6.5622 1.7268 0.0 0.0 0.0 0.39
C 1.5878 1.0516 -4.2121 0.0 0.0 -0.1 -1.63
Te 1.8317 2.3260 3.7581 -0.1 -0.1 -0.1 -0.29
C 2.5773 0.3856 -3.5190 0.0 -0.1 -0.1 0.99
C 3.7525 -1.5187 0.6022 0.0 -0.1 -0.1 0.80
C -1.4161 0.4299 2.5895 0.2 0.0 0.0 0.69
N -2.5796 3.2335 4.2057 0.0 0.0 0.0 -0.63
C -0.1993 -3.9933 -1.4447 0.0 -0.1 0.1 -1.30
B 2.3657 -1.3179 -1.5854 -0.1 -0.2 -0.1 -0.45
N 2.6850 -1.1030 -0.1082 0.1 0.2 0.1 0.87
H 4.5445 1.4927 -0.5532 0.0 0.0 0.0 0.27
Re -0.0148 0.2239 -0.2368 0.2 -0.2 0.2 1.35
C 3.8254 2.3059 -0.4326 0.0 0.0 0.0 1.21
H 5.0454 -2.7850 -0.5481 0.0 0.0 0.0 0.23
H 5.8391 -1.8668 0.7343 0.0 0.0 0.0 0.43
H -4.7956 -0.3078 -0.5026 0.0 0.0 0.0 0.55
C 0.6076 4.8382 1.4120 0.0 0.1 0.1 0.42
C 0.4421 0.9899 -3.4170 0.0 -0.1 0.1 0.62
H -1.8546 -3.9789 0.7298 0.0 0.0 0.0 0.45
C 0.6142 4.6348 -1.9092 0.0 0.0 -0.1 -0.95
H -2.0267 -2.2310 0.8375 0.0 0.1 0.1 0.00
H -3.3962 -0.9841 -1.3198 0.1 -0.1 0.0 0.31
C 0.9175 6.3016 1.2122 0.0 0.0 0.0 -1.56
H -3.6080 2.7613 -2.7807 0.0 -0.1 0.0 0.49
N -0.9952 0.1044 1.5508 -0.1 0.0 -0.2 0.08
C 3.3588 -1.6333 1.9146 0.0 -0.1 0.0 -1.57
H 0.9192 -0.5164 3.6285 -0.1 0.0 0.0 -0.03
H -2.4601 5.9969 -1.8176 0.0 0.0 0.0 0.40
N -0.0932 -1.8229 -0.9400 -0.3 -0.3 -0.2 -0.07
C 4.4496 3.6426 -0.7684 0.0 0.0 0.0 -1.53
H 1.0185 6.5413 0.1545 0.0 0.0 0.0 0.26
H -3.0235 3.8082 -1.0811 0.0 0.0 0.1 0.36
N 1.6241 -0.9177 0.7259 -0.1 -0.1 0.0 -0.08
C -0.3629 5.6053 -2.0552 0.0 0.0 0.0 -0.88
H -0.2516 4.5243 0.8190 0.0 0.0 0.0 -0.22
O 1.7647 4.0780 0.9869 -0.1 -0.1 -0.1 -0.18
H -1.6815 0.9993 -3.1813 0.0 0.0 0.0 -0.07
H 4.8715 3.6175 -1.7757 0.0 0.0 0.0 0.42
H 2.2952 -3.6585 -3.6359 0.0 0.0 0.0 0.28
H -5.0530 2.0232 -2.0917 0.0 0.0 0.0 0.41
H -1.0961 0.9558 -4.8481 0.0 0.0 0.0 0.51
H 3.2541 -1.9039 -2.1240 0.0 0.0 0.0 -0.23
C -1.9859 3.9852 -1.3087 0.0 0.1 0.2 -1.14
H -4.7671 2.7898 0.5912 0.0 0.0 0.0 0.51
C 5.0671 -1.8240 -0.0312 0.0 0.0 0.0 -1.46
C -1.8888 0.7873 3.8171 0.0 -0.1 0.0 0.27
N -1.3662 1.6402 -0.8073 -0.4 -0.1 0.0 1.38
C 0.9714 -3.4821 -1.9607 0.1 0.0 0.0 0.84
C -1.9774 -3.0654 0.1479 -0.1 0.0 -0.1 -1.26
H 1.1000 2.6564 -1.3692 -0.1 0.1 -0.2 -0.68
C -0.9262 1.3794 -3.8572 0.0 0.1 0.1 -1.53
H 0.1090 6.9031 1.6297 0.0 0.0 0.0 0.40
H 1.5630 -2.1411 3.8308 0.0 0.0 0.0 0.48
H -4.0085 1.5974 1.6363 0.0 0.0 0.0 0.42
O 3.4247 2.2618 0.9425 -0.1 -0.1 0.1 -0.43
H 0.1392 -1.8955 2.8216 0.0 0.0 0.0 0.15
H 1.6616 1.4869 -5.1944 0.0 0.0 0.0 0.60
O 1.0063 1.7168 0.5385 0.1 0.6 0.3 -0.02
H -0.1140 6.6032 -2.3905 0.0 0.0 0.0 0.41
C 1.0917 -1.4636 3.1203 0.1 0.1 0.1 -1.32
C -1.0168 2.9721 -1.1725 0.1 -0.1 -0.1 1.45
H 2.9527 -4.2790 -2.1235 0.0 0.0 0.0 0.22
H 0.4141 4.6167 2.4641 0.0 0.0 0.0 0.45
H -3.9112 1.0355 -2.9881 0.0 0.0 0.0 0.33
N 1.0430 -2.1803 -1.6412 0.0 0.1 0.0 0.55
C -1.8776 -0.1840 4.8534 0.0 0.1 0.1 -0.24
C -3.7021 -0.3641 -0.4776 0.1 -0.1 0.0 -1.27
H 5.2491 3.8682 -0.0630 0.0 0.0 0.0 0.37
N 0.7523 0.3833 -2.2582 0.2 0.2 0.0 0.24
Si -3.1444 1.3979 -0.6646 0.1 0.0 -0.1 0.75
H 4.6801 0.3482 -3.1302 0.0 0.0 0.0 0.21
H 1.6501 4.8655 -2.1285 0.0 0.0 0.0 0.34
H -3.1469 3.0693 1.2308 0.0 0.0 0.0 0.30
H -1.0314 2.4616 -3.9291 0.0 0.0 0.0 0.21
C 0.2978 3.3607 -1.4724 0.0 -0.1 -0.4 0.93
C -3.9874 1.8694 -2.2856 -0.1 0.0 -0.1 -1.48
```
Forces are in eV/Å.